[1]
# C6H18ClCrN4O4

C6H18ClCrN4O4 as an isolated structure (ωB97M-V/def2-TZVPD, the OMol25 dataset).

XYZ file:
```
34
Properties=species:S:1:pos:R:3:forces:R:3
Cr -0.7541 -0.5314 -0.2090 0.00 -0.26 0.35
N 0.5711 -2.0617 0.2338 -0.01 -0.02 -0.03
C 1.9810 -1.5749 0.2901 -0.04 -0.06 -0.02
C 1.9561 -0.1829 0.8815 -0.04 0.03 -0.02
N 0.9286 0.6477 0.1789 0.01 0.12 -0.18
C 1.4699 1.1460 -1.1297 0.04 0.02 0.09
C 0.3960 1.0858 -2.1909 -0.10 0.00 -0.11
N -0.1827 -0.2962 -2.2099 -0.04 0.04 -0.01
C 0.4671 1.7666 1.0545 -0.03 -0.04 0.08
C -0.3414 1.2078 2.2184 0.00 0.06 -0.07
N -1.3525 0.2584 1.6657 0.00 0.11 -0.02
H 0.3031 -2.5226 1.1040 0.05 0.06 0.04
H 0.4742 -2.7891 -0.4746 0.01 -0.05 0.05
H 2.3796 -1.5859 -0.7237 -0.01 0.02 0.00
H 2.6031 -2.2384 0.8893 0.01 0.00 -0.02
H 2.9306 0.3063 0.8239 0.01 -0.03 -0.01
H 1.6892 -0.2503 1.9336 0.01 0.01 0.00
H 2.3086 0.5113 -1.4154 0.00 0.00 -0.01
H 1.8591 2.1591 -1.0173 -0.01 0.00 0.00
H 0.7949 1.3647 -3.1662 0.00 -0.01 0.00
H -0.4246 1.7724 -1.9696 0.01 0.00 0.00
H 0.4486 -0.9506 -2.6683 0.07 0.03 0.05
H -1.0279 -0.2840 -2.7812 0.01 -0.07 -0.02
H -0.1534 2.4280 0.4449 -0.01 0.00 0.01
H 1.3202 2.3490 1.4108 0.00 0.00 0.00
H -0.8218 2.0215 2.7610 -0.02 -0.01 -0.01
H 0.2793 0.6770 2.9354 0.00 0.01 0.00
H -2.1755 0.8001 1.3954 -0.05 -0.06 0.04
H -1.7002 -0.3795 2.3800 0.11 -0.03 0.02
O -3.9974 -1.5016 -1.6599 0.01 0.05 -0.10
Cl -3.3525 -0.9877 -0.5403 0.21 -0.02 0.02
O -4.1530 -0.7268 0.5780 -0.01 -0.01 0.04
O -2.5398 0.2493 -0.8858 0.07 0.09 0.04
O -2.1834 -1.8872 -0.1376 -0.29 0.04 -0.22
```
Positions in Å, forces in eV/Å.

Calculated values
Gap between HOMO and LUMO (alpha / beta) = 10.42 / 11.23 eV
2S+1 = 4
⟨S²⟩ = 3.7797
Charge = +2

Formally, the Mulliken partial charges of the atoms, in units of the elementary charge, are as follows: 0.152, -0.197, -0.853, -0.620, 0.495, -0.863, -0.536, -0.390, -0.514, -0.955, -0.258, 0.311, 0.351, 0.344, 0.479, 0.378, 0.318, 0.397, 0.367, 0.519, 0.331, 0.272, 0.350, 0.409, 0.360, 0.467, 0.434, 0.402, 0.268, -0.487, 1.759, -0.508, -0.538, -0.446

=====

[2]
# C20H46O4P4Pt

C20H46O4P4Pt as an isolated structure at a distorted geometry (ωB97M-V/def2-TZVPD, the OMol25 dataset).

XYZ file:
```
75
Properties=species:S:1:pos:R:3:forces:R:3
Pt 0.1512 0.1376 -0.6588 0.39 -3.09 0.98
P -1.4531 -1.5245 -0.1743 -0.75 0.74 -0.20
P 1.9434 -0.1006 1.7241 1.45 0.74 3.07
P 1.6621 -1.5701 -1.6173 1.24 -0.69 -0.51
H 0.8403 4.8787 -0.8798 -0.18 -0.69 0.44
C 0.6556 4.1428 -1.6601 -0.29 0.99 -1.03
C -0.5473 3.9211 -2.2189 0.29 1.83 -0.52
H -1.5318 4.1922 -1.7948 0.81 0.28 -0.16
C -3.0596 -0.8094 0.2564 0.05 -0.09 -0.03
C -1.1137 -2.6436 1.1572 0.00 -0.49 0.33
C -1.7667 -2.4740 -1.6681 -0.08 -0.41 0.06
C 3.3746 0.9784 1.3705 -0.41 0.29 -0.87
C 1.5836 0.2654 3.4682 -0.02 0.05 0.56
C 2.6484 -1.7732 2.0216 -0.68 -0.94 -0.92
C 1.2499 -2.0521 -3.3363 -0.19 0.30 -0.12
C 1.9053 -3.2416 -0.8577 -0.49 -0.04 0.31
C 3.4075 -1.0263 -1.6858 -0.08 0.37 -0.20
H 1.5412 3.8254 -2.2278 -0.19 0.41 0.21
H -0.5690 3.7081 -3.3039 -0.10 -0.64 0.65
H -3.2656 0.0888 -0.3464 -0.10 -0.47 0.42
H -3.0572 -0.5686 1.3272 -0.23 -0.08 -0.44
H -3.7860 -1.6017 0.0281 -0.09 0.33 0.20
H -0.8505 -1.9742 2.3150 -0.09 0.07 -0.19
H -0.2807 -3.3283 0.9959 -0.18 0.11 0.29
H -2.0378 -3.1744 1.4108 0.13 -0.07 0.11
H -1.8036 -1.8205 -2.5485 -0.01 -0.20 0.24
H -2.7496 -2.9384 -1.5230 0.19 -0.15 -0.22
H -1.0045 -3.2540 -1.7859 -0.24 0.12 -0.13
H 4.1159 0.8603 2.1732 -0.30 -0.13 -0.04
H 3.0262 2.0192 1.3442 0.21 -0.17 0.03
H 3.8400 0.7278 0.4084 -0.12 0.14 0.29
H 2.4880 0.0193 4.0390 -0.19 0.22 0.08
H 0.7522 -0.3951 3.7763 0.57 0.49 -0.07
H 1.3206 1.3204 3.6176 0.16 -0.15 0.12
H 3.4505 -1.6773 2.7720 -0.30 0.46 -0.19
H 3.0653 -2.2200 1.1120 -0.13 0.19 0.43
H 1.8700 -2.4334 2.4342 0.26 0.19 -0.14
H 1.7317 -3.0087 -3.5805 0.02 0.34 0.10
H 1.5968 -1.2832 -4.0324 0.04 -0.22 0.04
H 0.1707 -2.1719 -3.4623 0.22 -0.02 -0.02
H 1.7856 -4.0193 -1.6239 -0.05 0.27 0.19
H 1.1884 -3.4268 -0.0551 0.31 -0.17 -0.20
H 2.9205 -3.3364 -0.4500 -0.32 0.07 -0.24
H 3.9383 -1.5909 -2.4667 -0.13 0.10 0.22
H 3.9042 -1.2089 -0.7250 -0.13 0.03 -0.26
H 3.4617 0.0427 -1.9146 0.15 -0.15 -0.08
C -2.5162 1.4191 -2.3033 -1.29 2.16 0.19
C -1.3645 1.5784 -1.4771 0.75 0.32 -0.26
C -0.0778 1.4028 -2.2133 -1.42 1.36 0.14
C -0.0908 0.8038 -3.5034 0.14 -0.48 -0.14
C -1.2651 0.3184 -4.0520 -0.87 0.08 -0.57
C -2.5037 0.7130 -3.5169 0.81 -0.54 -0.90
O -3.5513 2.3253 -2.1184 2.70 -2.22 0.49
H -3.7615 2.5093 -3.0331 -1.43 0.59 -0.60
H -1.5165 2.3488 -0.7013 0.36 -0.59 -0.73
H 0.7836 2.0124 -1.9284 -0.23 -0.16 -0.20
H 0.8709 0.7188 -4.0059 -0.33 -0.01 -0.15
H -1.2405 -0.2401 -4.9881 -0.03 0.27 0.10
H -3.4333 0.6316 -4.0957 0.35 -0.29 0.23
C -0.9508 -2.5012 4.3479 -0.29 -0.28 0.92
O -0.7251 -1.4931 3.3762 -0.23 -0.55 -0.88
P -0.0799 1.2484 1.3121 -2.01 2.80 -0.27
O -1.5990 1.1437 1.8783 2.83 -0.36 -0.02
C -2.0158 1.3625 3.2784 -0.14 0.18 0.62
O 0.4328 2.7771 1.5842 -0.37 -2.60 -0.17
C -0.5188 3.9245 1.5897 -0.20 0.14 0.23
H -1.1599 -3.4861 3.8987 0.12 0.31 0.08
H -1.8151 -2.2232 4.9661 0.15 -0.13 -0.20
H -0.0673 -2.5962 4.9939 -0.11 -0.05 -0.23
H -3.0710 1.6352 3.2301 0.19 0.06 -0.05
H -1.8956 0.4217 3.8304 0.03 0.37 -0.30
H -1.4211 2.1711 3.7249 -0.25 -0.30 -0.11
H -1.3000 3.8017 0.8229 0.37 -0.05 0.32
H -0.9661 4.0010 2.5876 0.20 0.09 -0.35
H 0.1063 4.7903 1.3615 -0.14 -0.21 0.18
```
Positions in Å, forces in eV/Å.

Calculated values
Gap between HOMO and LUMO (alpha / beta) = 5.19 / 4.73 eV
2S+1 = 5
ΔE to the lowest compared entry with this formula, charge and spin = 226.3 kJ/mol
⟨S²⟩ = 6.0340
Charge = +4

Formally, the Mulliken partial charges of the atoms, in units of the elementary charge, are as follows: 2.144, 0.341, 0.844, 0.716, 0.363, -0.522, -0.462, 0.422, -1.174, -0.911, -1.145, -1.084, -1.138, -0.958, -1.378, -1.457, -1.491, 0.364, 0.301, 0.160, 0.265, 0.682, -0.571, 0.775, 0.622, 0.169, 0.607, 0.372, 0.501, 0.335, 0.286, 0.606, 0.100, 0.558, 0.635, 0.137, 0.225, 0.634, 0.404, 0.271, 0.492, 0.206, 0.655, 0.524, 0.399, 0.380, 0.162, 0.402, -0.744, -0.873, -0.783, -0.843, -0.390, 0.490, 0.126, 0.585, 0.872, 0.591, 0.636, -0.795, -0.301, -0.583, -0.077, -0.630, -0.181, -0.662, 0.357, 0.302, 0.334, 0.272, 0.088, 0.486, 0.338, 0.345, 0.270

=====

[3]
# C4H6O2

One molecule with the formula C4H6O2 (ωB97M-V/def2-TZVPD, the OMol25 dataset).

XYZ file:
```
12
Properties=species:S:1:pos:R:3:forces:R:3
O -0.4560 1.6817 -0.8750 -0.19 0.16 -0.25
C -0.6850 0.6016 -0.0256 -0.07 0.00 0.15
C -0.4160 -0.8716 -0.3942 -0.17 -0.27 -0.27
C 1.1009 -0.7270 -0.2300 0.23 0.13 -0.19
C 0.4329 0.0909 0.8682 0.28 0.29 0.34
O -0.4667 -1.0972 1.0809 0.11 0.07 0.18
H -1.1598 2.3182 -0.6956 0.31 -0.08 -0.25
H -1.6207 0.6770 0.5419 0.11 0.17 -0.25
H -0.9606 -1.5012 -1.1070 -0.03 -0.11 0.55
H 1.5570 -1.6254 0.2053 0.01 0.20 -0.41
H 1.7155 -0.2427 -0.9861 -0.15 0.14 -0.07
H 0.9585 0.6958 1.6173 -0.44 -0.70 0.48
```
Positions in Å, forces in eV/Å.

Calculated values
Gap between HOMO and LUMO = 10.68 eV
ΔE to the lowest compared entry with this formula, charge and spin = 360.1 kJ/mol
Charge = 0

Formally, the Mulliken partial charges of the atoms, in units of the elementary charge, are as follows: -0.520, -0.111, -0.241, -0.572, -0.213, -0.470, 0.355, 0.362, 0.435, 0.263, 0.275, 0.435

=====

[4]
# C23H34ClO8P3

A 2-piece molecular cluster, C23H34ClO8P3 overall at a distorted geometry (ωB97M-V/def2-TZVPD, the OMol25 dataset).

XYZ file:
```
69
Properties=species:S:1:pos:R:3:forces:R:3
C 3.9350 1.1497 2.9461 -0.02 -0.22 -0.35
C 4.8539 1.4807 1.7561 -0.23 -0.82 0.10
C 4.0508 1.5828 0.4437 -0.17 0.65 0.75
C 3.4187 3.0011 0.1298 0.45 -0.27 0.26
C 3.5635 4.0286 1.2634 -0.90 0.27 -0.46
C 1.9770 2.7698 -0.3294 0.82 0.40 0.30
C 1.7114 2.2185 -1.5109 -1.45 -0.61 -1.49
P 3.0061 1.7375 -2.7354 1.38 0.26 0.45
O 3.0086 3.0514 -3.7302 -0.51 -0.40 0.24
Cl 2.2348 0.1504 -3.8271 -0.35 0.56 0.23
C 0.2741 1.9594 -1.9029 -0.16 0.12 0.22
O -0.1097 2.0530 -3.0491 0.26 0.00 0.53
C -0.6259 1.5699 -0.7524 0.46 0.22 -0.54
C -1.6528 0.6507 -0.8658 -0.33 -0.41 -1.13
C -1.8743 -0.0104 -2.2155 0.47 -0.05 0.65
C -2.4284 0.3281 0.2471 0.18 -0.43 -1.26
P -3.7858 -0.9122 0.1132 -1.38 -0.13 2.23
C -3.1358 -2.6221 -0.0889 0.15 -0.01 -1.52
C -4.9837 -0.4878 -1.2236 0.93 0.27 -0.63
C -2.1725 0.9569 1.4667 -1.11 -0.65 0.91
C -3.0574 0.6068 2.6497 0.06 0.54 0.14
C -2.4739 -0.4863 3.5447 -0.90 -0.24 0.39
O -3.1963 -1.2337 4.1678 0.73 0.50 -0.45
C -1.1311 1.8723 1.5887 0.63 0.67 0.25
P -0.7718 2.6693 3.1847 -0.22 -0.25 1.36
O -1.3528 1.9627 4.3260 -0.18 -0.27 0.15
O 0.8272 2.7471 3.4122 -0.65 0.42 -0.57
O -1.3364 4.1806 3.1561 0.25 -0.64 -0.55
C -0.3704 2.1547 0.4638 0.96 0.79 0.28
C 0.7803 3.1441 0.5182 -0.14 -0.12 -0.09
O 0.7119 4.1671 1.1629 -0.04 -0.33 -0.56
H 4.4838 0.9440 3.8677 0.00 0.25 -0.04
H 3.4132 0.2188 2.6904 -0.01 0.09 0.12
H 3.1556 1.8934 3.1169 0.20 0.02 0.11
H 5.5185 2.3247 1.9448 -0.16 0.05 -0.07
H 5.5048 0.6038 1.6457 0.09 0.20 -0.04
H 3.2103 0.8878 0.5455 0.26 -0.19 -0.18
H 4.6738 1.2608 -0.3898 -0.18 0.07 -0.08
H 3.9747 3.4027 -0.7243 -0.15 -0.01 0.02
H 3.1726 4.9807 0.8892 0.20 -0.01 0.13
H 2.9076 3.7724 2.0958 0.39 -0.01 0.13
H 4.5894 4.1828 1.5868 -0.02 -0.19 -0.05
H 3.9324 3.2962 -3.8534 0.00 -0.01 -0.21
H -0.8909 -0.1630 -2.6613 -0.25 -0.05 -0.27
H -2.4595 0.6381 -2.8683 0.05 -0.14 -0.05
H -2.3439 -0.9832 -2.0827 -0.10 0.15 -0.15
H -3.9704 -3.2945 0.1236 0.07 0.15 0.25
H -2.8183 -2.8718 -1.1111 0.12 0.03 0.16
H -2.2981 -2.8578 0.5677 -0.18 0.28 0.20
H -5.6337 0.3248 -0.8950 0.10 -0.15 0.26
H -4.5082 -0.1469 -2.1489 -0.23 -0.28 -0.09
H -5.6048 -1.3656 -1.4125 0.12 0.02 0.01
H -3.1969 1.5127 3.2453 0.14 -0.32 0.23
H -4.0559 0.3066 2.3424 0.23 -0.26 -0.15
H -1.3688 -0.5636 3.6112 -0.20 0.04 -0.08
H 0.9705 3.5293 3.9657 0.34 -0.04 -0.03
H -1.7208 4.3500 2.2859 0.17 0.42 0.03
C 0.4315 -5.9498 -1.9215 0.04 0.08 0.20
C -1.0602 -5.8156 -2.1860 0.39 -0.11 -0.51
C -1.5354 -6.8406 -3.2042 -0.22 -0.03 0.03
O -1.3494 -4.4985 -2.6568 -0.22 0.12 0.27
H 1.0024 -5.7787 -2.8384 -0.06 -0.09 -0.05
H 0.7597 -5.2046 -1.1957 -0.04 -0.03 0.03
H 0.6782 -6.9413 -1.5389 0.02 0.00 -0.02
H -1.6109 -5.9435 -1.2528 -0.06 0.17 -0.02
H -1.0262 -6.6976 -4.1614 0.10 -0.02 0.06
H -2.6042 -6.7281 -3.3897 0.00 -0.02 0.06
H -1.3466 -7.8583 -2.8593 0.01 0.00 -0.03
H -0.8707 -4.3672 -3.4821 0.01 -0.02 -0.01
```
Positions in Å, forces in eV/Å.

Calculated values
Gap between HOMO and LUMO = 6.34 eV
SMILES = CCC[C@H](C)C1=C(P(O)Cl)C(=O)c2c(C)c(P(C)C)c(CC=O)c(P(=O)(O)O)c2C1=O.CC(C)O
ΔE to the lowest compared entry with this formula, charge and spin = 0.0 kJ/mol
Charge = 0

Formally, the Mulliken partial charges of the atoms, in units of the elementary charge, are as follows: -0.922, -0.684, -0.606, 0.575, -1.830, -0.790, 1.276, 0.077, -0.514, -0.263, -0.640, -0.543, 0.929, 0.516, -1.949, 1.214, 0.411, -1.062, -1.075, -0.899, -1.689, 0.026, -0.538, 1.055, 1.307, -0.767, -0.301, -0.605, -0.118, -0.365, -0.550, 0.405, 0.293, 0.050, 0.323, 0.371, 0.416, 0.369, 0.493, 0.501, 0.200, 0.423, 0.335, 0.346, 0.257, 0.185, 0.459, 0.222, 0.301, 0.307, 0.297, 0.414, 0.615, 0.594, 0.395, 0.300, 0.437, -1.337, 0.521, -1.359, -0.488, 0.350, 0.321, 0.380, 0.262, 0.351, 0.329, 0.378, 0.309

=====

[5]
# CH6N4O4S

A 2-piece molecular cluster, CH6N4O4S overall at a distorted geometry (ωB97M-V/def2-TZVPD, the OMol25 dataset).

XYZ file:
```
16
Properties=species:S:1:pos:R:3:forces:R:3
C -0.1885 -1.7850 0.5459 -3.20 1.26 -1.29
N -1.5167 -1.4029 0.5510 1.74 -0.85 -0.48
N 0.3844 -1.4217 -0.7414 4.14 -0.64 2.76
N 1.3768 1.1230 -0.0863 -3.46 -1.49 2.80
N 1.5730 -0.8814 -0.7747 -1.10 -0.47 -0.26
O -0.8680 0.7649 -1.1043 0.14 0.94 -0.10
O 0.4161 -2.3027 1.4146 1.35 -0.64 0.89
O -0.1163 3.1325 -0.9381 0.59 -1.07 0.37
O -0.6746 1.7574 1.0497 -0.06 3.04 1.05
S -0.0559 1.7799 -0.4368 -0.19 -1.00 0.56
H -1.7897 -0.7519 -0.1825 -0.26 0.05 0.72
H -1.9949 -1.5326 1.4224 -0.31 0.21 -0.03
H -0.1418 -1.1679 -1.4881 -2.30 0.97 -2.38
H 2.0449 1.3183 -0.6968 3.57 1.54 -3.48
H -0.5840 2.7038 1.4941 -0.12 -2.83 -1.51
H 2.1351 -1.3338 -0.0288 -0.52 0.98 0.40
```
Positions in Å, forces in eV/Å.

Calculated values
Gap between HOMO and LUMO (alpha / beta) = 8.35 / 8.37 eV
ΔE to the lowest compared entry with this formula, charge and spin = 83.4 kJ/mol
Charge = 0

Formally, the Mulliken partial charges of the atoms, in units of the elementary charge, are as follows: 0.527, -0.362, 0.155, -0.556, -0.474, -0.699, -0.521, -0.595, -0.505, 1.175, 0.295, 0.239, 0.380, 0.284, 0.355, 0.303